*P*
# C4H4IN

One molecule with the formula C4H4IN (wB97M-V/def2-TZVPD, the Open Molecules 2025 dataset).

```
! RIJCOSX wB97M-V def2-TZVPD def2/J DEFGRID3
* xyz 0 1
C 0.48 1.97 -0.64
C 0.12 0.68 -0.31
C -0.31 -0.56 -0.10
C -0.55 -2.04 0.39
N -0.96 -1.47 -0.88
I -3.02 -1.35 -1.40
H 0.29 2.82 -0.02
H 0.96 2.19 -1.53
H 0.19 -2.68 0.44
H -1.25 -2.05 1.11
*
```

Summary:
SMILES: C=C=C1CN1I
Lowest unoccupied orbital energy, eV: -0.61
Frontier orbital gap, Ha: 0.2902

Mulliken atomic charges, in units of e: -0.937 0.301 0.237 -0.325 -0.440 0.073 0.254 0.266 0.299 0.271


*Q*
# C4H4IN

One molecule with the formula C4H4IN (wB97M-V/def2-TZVPD, the Open Molecules 2025 dataset).

```
! RIJCOSX wB97M-V def2-TZVPD def2/J DEFGRID3
* xyz 0 1
C -0.17 -0.21 -1.53
C 0.13 -0.44 -0.14
I 0.80 -2.29 0.62
C -0.02 0.70 0.84
C 0.18 0.49 2.22
N 0.19 0.21 3.36
H -1.20 -0.08 -1.67
H 0.13 0.87 -1.87
H 0.22 -1.00 -2.26
H -0.24 1.74 0.43
*
```

Summary:
SMILES: C/C(I)=C/C#N
Lowest unoccupied orbital energy, eV: -0.43
Frontier orbital gap, Ha: 0.3174

Mulliken atomic charges, in units of e: -1.014 0.239 0.147 -0.152 -0.004 -0.389 0.313 0.272 0.332 0.257


*Q* is preferred energetically. Next in line: 311.1 kJ/mol higher.


*P*
# C5H11N2S

An isolated ion of composition C5H11N2S and charge +1 (wB97M-V/def2-TZVPD, the Open Molecules 2025 dataset).

```
! RIJCOSX wB97M-V def2-TZVPD def2/J DEFGRID3
* xyz 1 3
C -0.68 -1.95 -0.42
C 1.63 -1.28 -0.33
C 1.30 -0.06 0.50
C 0.36 1.89 -0.71
C -2.26 0.31 0.95
N 0.50 -2.22 -0.46
N 0.13 0.68 0.03
S -1.21 -0.17 -0.48
H -1.45 -2.72 -0.54
H 1.85 -0.95 -1.41
H 2.55 -1.88 0.03
H 1.27 -0.44 1.51
H 1.97 0.69 0.43
H 0.99 1.74 -1.66
H -0.56 2.38 -0.87
H 1.07 2.58 -0.11
H -2.13 -0.29 1.85
H -3.31 0.23 0.61
H -2.02 1.43 1.08
*
```

Summary:
Lowest unoccupied orbital energy (spin up / spin down), eV: -3.25 / -7.33
Frontier orbital gap (spin up / spin down), Ha: 0.2572 / 0.2420
Expectation value of S²: 2.0105

Mulliken atomic charges, in units of e: -0.324 -0.501 -0.580 -0.925 -0.798 -0.059 0.095 0.272 0.446 0.291 0.330 0.263 0.440 0.319 0.352 0.370 0.315 0.388 0.305


*Q*
# C5H11N2S

An isolated ion of composition C5H11N2S and charge +1 (wB97M-V/def2-TZVPD, the Open Molecules 2025 dataset).

```
! RIJCOSX wB97M-V def2-TZVPD def2/J DEFGRID3
* xyz 1 3
C -0.95 0.23 0.19
C 1.12 0.82 0.99
C 1.96 -0.21 0.17
C 2.32 0.17 -1.20
C -2.87 -1.19 -0.14
N -0.13 1.16 0.39
N -2.22 0.14 0.02
S 0.87 -1.69 0.07
H 0.77 0.37 2.03
H 1.65 1.65 1.39
H 2.75 -0.63 0.73
H 2.95 -0.64 -1.65
H 2.95 1.20 -1.31
H 1.37 0.42 -1.78
H -2.70 -1.58 -1.16
H -3.91 -1.24 0.23
H -2.49 -1.89 0.69
H -0.53 2.06 0.30
H -2.92 0.86 0.02
*
```

Summary:
Lowest unoccupied orbital energy (spin up / spin down), eV: -2.63 / -6.37
Frontier orbital gap (spin up / spin down), Ha: 0.3587 / 0.2730
Expectation value of S²: 2.0093

Mulliken atomic charges, in units of e: 0.141 -0.695 0.052 -1.161 -0.783 -0.077 -0.196 0.091 0.334 0.488 0.418 0.378 0.289 0.287 0.292 0.340 0.274 0.246 0.282


*Q* is preferred energetically. Next in line: 245.2 kJ/mol higher.


*P*
# C3H9N4

A 2-piece molecular cluster, C3H9N4 overall (wB97M-V/def2-TZVPD, the Open Molecules 2025 dataset).

```
! RIJCOSX wB97M-V def2-TZVPD def2/J DEFGRID3
* xyz 1 3
C 0.67 0.05 -0.14
C -0.49 -2.07 0.17
C 2.65 1.59 -0.09
N -3.15 1.67 -0.17
N -2.80 0.47 -0.22
N -0.42 -0.62 0.01
N 1.71 0.59 -0.05
H 0.41 -2.74 -0.07
H -0.94 -2.24 1.17
H -1.24 -2.54 -0.51
H 3.73 1.30 -0.41
H 2.81 2.13 0.88
H 2.47 2.20 -0.94
H -2.34 2.18 0.34
H -1.37 -0.13 -0.20
H -3.73 0.03 -0.61
*
```

Summary:
Lowest unoccupied orbital energy (spin up / spin down), eV: -3.65 / -6.40
Frontier orbital gap (spin up / spin down), Ha: 0.2971 / 0.3017
Expectation value of S²: 2.0064

Mulliken atomic charges, in units of e: 0.436 -0.864 -0.668 -0.392 -0.176 -0.129 0.046 0.346 0.327 0.309 0.278 0.292 0.344 0.278 0.313 0.259


*Q*
# C3H9N4

An isolated ion of composition C3H9N4 and charge +1 (wB97M-V/def2-TZVPD, the Open Molecules 2025 dataset).

```
! RIJCOSX wB97M-V def2-TZVPD def2/J DEFGRID3
* xyz 1 3
C -0.84 0.89 -0.10
C -1.01 -0.36 0.79
C 0.44 -0.96 0.73
N 0.09 0.76 -1.02
N -1.63 2.01 0.02
N 2.24 -0.66 -0.79
N 0.79 -0.62 -0.62
H -1.26 -0.06 1.82
H -1.79 -1.06 0.53
H 1.15 -0.59 1.43
H 0.46 -2.04 1.02
H -2.21 2.06 0.80
H -1.65 2.62 -0.76
H 2.35 0.29 -0.76
H 2.32 -0.98 -1.76
H 0.54 -1.29 -1.34
*
```

Summary:
Lowest unoccupied orbital energy (spin up / spin down), eV: -3.00 / -7.35
Frontier orbital gap (spin up / spin down), Ha: 0.2485 / 0.3087
Expectation value of S²: 2.0077

Mulliken atomic charges, in units of e: 0.448 -0.564 -0.498 -0.567 -0.267 -0.603 0.286 0.338 0.326 0.292 0.313 0.250 0.265 0.302 0.303 0.375


*R*
# C3H9N4

An isolated ion of composition C3H9N4 and charge +1 (wB97M-V/def2-TZVPD, the Open Molecules 2025 dataset).

```
! RIJCOSX wB97M-V def2-TZVPD def2/J DEFGRID3
* xyz 1 3
C 2.04 -0.16 0.30
C 0.03 -1.15 -0.67
C -1.08 0.43 1.08
N 2.78 0.18 1.19
N 1.16 -0.45 -0.48
N -0.88 1.01 -1.16
N -1.14 -0.06 -0.31
H -0.18 -1.67 -1.54
H -0.10 -2.13 0.02
H -1.58 -0.11 1.89
H 0.05 0.65 1.07
H -1.57 1.52 1.09
H 3.66 0.28 1.48
H -0.03 1.25 -1.24
H -1.12 0.95 -2.14
H -2.07 -0.55 -0.59
*
```

Summary:
Lowest unoccupied orbital energy (spin up / spin down), eV: -3.31 / -7.44
Frontier orbital gap (spin up / spin down), Ha: 0.1893 / 0.2566
Expectation value of S²: 2.0197

Mulliken atomic charges, in units of e: 0.444 -0.261 -0.511 -0.264 -0.420 -0.670 0.054 0.344 0.343 0.311 0.145 0.317 0.231 0.229 0.290 0.418


*P* is preferred energetically. Next in line: 57.4 kJ/mol higher.


*P*
# C4H3NO2

One molecule with the formula C4H3NO2 (wB97M-V/def2-TZVPD, the Open Molecules 2025 dataset).

```
! RIJCOSX wB97M-V def2-TZVPD def2/J DEFGRID3
* xyz 0 1
N -2.39 -0.21 -1.14
C -1.42 -0.37 -0.60
C -0.12 -0.66 -0.32
O 0.07 -0.94 1.19
C 0.72 0.39 1.40
C 0.84 0.62 -0.15
O 1.77 1.12 -0.81
H 0.29 -1.42 -0.77
H 0.03 1.24 1.85
H 1.60 0.27 1.97
*
```

Summary:
SMILES: N#C[C@@H]1OCC1=O
Lowest unoccupied orbital energy, eV: -0.17
Frontier orbital gap, Ha: 0.3875

Mulliken atomic charges, in units of e: -0.329 -0.012 0.217 -0.392 -0.361 0.432 -0.490 0.391 0.218 0.327


*Q*
# C4H3NO2

One molecule with the formula C4H3NO2 (wB97M-V/def2-TZVPD, the Open Molecules 2025 dataset).

```
! RIJCOSX wB97M-V def2-TZVPD def2/J DEFGRID3
* xyz 0 1
C -2.80 -0.88 -0.10
C -2.07 0.03 0.22
C -1.15 1.03 -0.06
N 0.19 0.97 -0.07
O 0.54 -0.35 0.16
C 1.84 -0.65 0.03
O 2.86 0.02 -0.07
H -3.72 -1.58 -0.40
H -1.56 2.03 -0.14
H 1.75 -1.82 -0.24
*
```

Summary:
SMILES: C#C/C=N\OC=O
Lowest unoccupied orbital energy, eV: -0.34
Frontier orbital gap, Ha: 0.3567

Mulliken atomic charges, in units of e: -0.131 -0.029 -0.100 -0.403 -0.024 0.241 -0.452 0.324 0.352 0.221


*P* is preferred energetically. Next in line: 144.6 kJ/mol higher.


*P*
# C18H40N5OOsP3

C18H40N5OOsP3 as an isolated structure (wB97M-V/def2-TZVPD, the Open Molecules 2025 dataset).

```
! RIJCOSX wB97M-V def2-TZVPD def2/J DEFGRID3
* xyz 4 5
Os 0.23 -0.13 0.85
P 1.70 1.62 0.76
P -1.07 0.22 2.75
P -1.36 1.19 -0.20
H 2.24 -3.07 -0.16
C 1.33 -2.48 -0.40
C 1.53 -1.08 -0.40
H 2.49 -0.95 0.13
C 3.39 0.98 1.07
C 1.54 3.07 1.86
C 1.91 2.37 -0.91
C -2.23 -1.18 3.01
C -0.06 0.14 4.28
C -2.22 1.55 3.28
C -1.04 1.55 -1.97
C -1.80 2.89 0.40
C -3.06 0.50 -0.30
H 0.62 -2.95 -1.07
H 1.53 -0.48 -1.34
H 3.67 0.24 0.30
H 3.44 0.52 2.07
H 4.08 1.83 0.97
H 1.36 2.74 2.89
H 0.72 3.73 1.52
H 2.50 3.60 1.78
H 1.93 1.61 -1.71
H 2.88 2.88 -0.91
H 1.10 3.09 -1.10
H -2.87 -0.92 3.87
H -1.67 -2.10 3.21
H -2.86 -1.33 2.12
H -0.60 0.65 5.08
H 0.92 0.62 4.15
H 0.09 -0.91 4.57
H -3.16 1.54 2.71
H -1.77 2.55 3.21
H -2.45 1.35 4.34
H -1.37 2.57 -2.21
H -1.59 0.84 -2.60
H 0.01 1.47 -2.25
H -1.92 3.56 -0.46
H -1.04 3.32 1.06
H -2.76 2.87 0.94
H -3.49 0.75 -1.28
H -3.70 0.93 0.48
H -3.04 -0.59 -0.20
C 0.88 -0.21 -4.79
C 0.34 -1.25 -3.82
C -1.10 -1.43 -3.93
C -1.78 -0.89 -4.97
C -1.09 -0.37 -6.11
C 0.26 -0.17 -6.08
O 1.55 0.71 -4.28
H 0.57 -0.64 -2.96
H 0.98 -2.15 -3.80
H -1.57 -1.92 -3.07
H -2.87 -0.95 -5.00
H -1.64 -0.12 -7.02
H 0.85 0.09 -6.97
N 0.79 -5.06 1.45
N 0.83 -3.88 2.12
N 2.04 -3.51 2.72
C 1.98 -2.19 2.60
N 0.81 -1.75 2.03
N 0.22 -2.86 1.49
H -0.19 -5.34 1.32
H 1.34 -5.75 1.91
H 2.77 -1.54 2.94
*
```

Summary:
Lowest unoccupied orbital energy (spin up / spin down), eV: -13.37 / -14.98
Frontier orbital gap (spin up / spin down), Ha: 0.2134 / 0.2176
Expectation value of S²: 6.0667

Mulliken atomic charges, in units of e: 0.709 0.600 0.864 1.265 0.399 -1.284 -0.895 0.421 -1.376 -1.122 -1.119 -1.313 -1.283 -1.543 -1.037 -1.252 -1.440 0.288 0.872 0.520 0.357 0.586 0.370 0.464 0.499 0.180 0.584 0.398 0.497 0.414 0.296 0.522 0.327 0.459 0.362 0.419 0.640 0.566 0.162 -0.065 0.476 0.051 0.470 0.498 0.457 0.397 0.407 1.121 -0.496 -0.308 -0.199 -0.635 -0.438 -1.066 0.581 0.513 0.500 0.486 0.494 -0.579 0.646 -0.583 -0.289 0.291 -0.194 0.294 0.313 0.482


*Q*
# C18H40N5OOsP3

C18H40N5OOsP3 as an isolated structure (wB97M-V/def2-TZVPD, the Open Molecules 2025 dataset).

```
! RIJCOSX wB97M-V def2-TZVPD def2/J DEFGRID3
* xyz 4 5
Os 0.11 0.03 -0.01
P 2.04 0.85 -1.00
P 0.31 1.06 2.01
P -1.35 1.66 -0.84
H -5.38 -6.15 -5.09
C -5.40 -5.33 -5.80
C -4.50 -5.24 -6.79
H -3.71 -5.99 -6.91
C 3.39 -0.39 -1.13
C 2.90 2.30 -0.28
C 1.79 1.26 -2.77
C -1.14 0.77 3.10
C 1.65 0.51 3.15
C 0.54 2.88 2.13
C -2.00 1.50 -2.56
C -0.86 3.44 -0.94
C -2.95 1.75 0.08
H -6.21 -4.60 -5.71
H -4.54 -4.44 -7.54
H 2.96 -1.34 -1.49
H 3.85 -0.55 -0.15
H 4.16 -0.05 -1.84
H 3.18 2.09 0.77
H 2.26 3.19 -0.30
H 3.82 2.52 -0.84
H 1.46 0.36 -3.30
H 2.73 1.61 -3.21
H 1.02 2.03 -2.89
H -0.95 1.16 4.10
H -1.31 -0.32 3.16
H -2.04 1.23 2.68
H 1.66 1.15 4.04
H 2.63 0.58 2.65
H 1.47 -0.53 3.46
H -0.17 3.30 2.86
H 0.39 3.38 1.17
H 1.56 3.10 2.47
H -2.42 2.47 -2.88
H -2.79 0.74 -2.60
H -1.20 1.22 -3.25
H -1.43 3.93 -1.74
H 0.21 3.54 -1.17
H -1.09 3.97 0.00
H -3.71 2.25 -0.53
H -2.83 2.30 1.03
H -3.29 0.73 0.30
C -1.36 -1.73 -2.35
C -2.43 -2.18 -1.52
C -3.58 -2.73 -2.09
C -3.67 -2.92 -3.47
C -2.62 -2.52 -4.30
C -1.47 -1.96 -3.76
O -0.33 -1.05 -1.90
H -1.40 -0.37 0.46
H -2.33 -2.07 -0.44
H -4.40 -3.02 -1.43
H -4.56 -3.40 -3.90
H -2.69 -2.66 -5.38
H -0.63 -1.64 -4.38
N 0.60 -5.22 1.25
N 0.86 -3.85 1.36
N 2.14 -3.45 1.54
C 2.04 -2.15 1.28
N 0.80 -1.79 0.85
N 0.04 -2.93 0.86
H -0.40 -5.34 1.40
H 1.14 -5.66 1.98
H 2.90 -1.51 1.41
*
```

Summary:
Lowest unoccupied orbital energy (spin up / spin down), eV: -11.24 / -15.61
Frontier orbital gap (spin up / spin down), Ha: 0.3300 / 0.1775
Expectation value of S²: 6.0456

Mulliken atomic charges, in units of e: 1.572 0.516 1.041 1.001 0.346 -0.205 -0.126 0.318 -1.302 -1.202 -1.107 -1.425 -1.414 -1.083 -1.524 -1.537 -1.403 0.348 0.325 0.338 0.375 0.527 0.344 0.341 0.538 0.273 0.539 0.312 0.512 0.365 0.305 0.555 0.320 0.413 0.413 0.032 0.483 0.645 0.351 0.315 0.549 0.372 0.506 0.498 0.376 0.395 -0.096 0.105 -0.956 -0.076 -0.358 -0.310 -0.513 -0.310 0.437 0.437 0.313 0.404 0.481 -0.543 0.960 -0.709 -0.349 0.276 -0.491 0.311 0.343 0.511


*Q* is preferred energetically. Next in line: 429.1 kJ/mol higher.